Here is a structure of composition C39H24Br2F8N4O4SbScTe in a non-equilibrium geometry from the OMol25 dataset. Energies are from wB97M-V/def2-TZVPD.

Computed properties:
**LUMO**: -2.14 eV
**ΔE to the lowest compared entry with this formula, charge and spin**: 87.1 kcal/mol
**M**: 1218.75 g/mol
**HOMO-LUMO gap**: 6.04 eV

Positions of all 84 atoms, in Å:
Sc 1.275 -1.792 -0.128
O -2.030 -3.074 2.191
C -0.997 -2.599 1.777
N -0.199 -3.038 0.760
C -0.625 -4.105 0.007
O -1.680 -4.693 0.057
C 0.445 -4.541 -0.979
C 0.161 -5.555 -1.887
C 1.133 -5.936 -2.795
C 2.375 -5.324 -2.729
C 2.586 -4.349 -1.768
N 1.643 -3.938 -0.917
C -0.389 -1.393 2.478
C -0.978 -0.952 3.659
C -0.396 0.093 4.351
C 0.751 0.674 3.830
C 1.267 0.180 2.645
N 0.720 -0.836 1.967
H -0.817 -6.012 -1.860
H 0.928 -6.690 -3.537
H 3.163 -5.586 -3.420
H 3.558 -3.873 -1.681
H -1.868 -1.460 3.999
H -0.821 0.440 5.280
H 1.248 1.483 4.342
H 2.175 0.609 2.235
Br 2.059 3.563 -0.363
C 3.378 2.222 -0.301
C 4.724 2.596 -0.245
C 5.686 1.650 -0.014
Br 7.503 2.193 0.008
C 5.343 0.306 0.267
C 6.263 -0.682 0.658
C 5.808 -1.937 0.969
C 4.433 -2.196 0.916
N 3.536 -1.304 0.550
C 3.972 -0.068 0.184
C 2.985 0.894 -0.203
O 1.717 0.516 -0.344
H 4.987 3.631 -0.398
H 7.313 -0.439 0.729
H 6.491 -2.710 1.281
H 4.048 -3.167 1.204
F 1.204 -1.076 -3.841
Te 0.886 0.063 -2.309
F -0.635 0.372 -3.471
F 2.667 0.662 -2.887
F 2.387 -1.530 -1.743
F 0.770 2.027 -2.439
O -0.097 -1.128 -1.359
F -3.036 5.908 3.758
C -2.659 4.922 2.914
C -3.579 4.410 2.017
C -3.181 3.395 1.163
C -1.890 2.894 1.202
C -0.990 3.439 2.105
C -1.361 4.454 2.971
Sb -1.190 1.307 -0.146
C -2.121 2.289 -1.836
C -1.693 3.579 -2.125
C -2.060 4.186 -3.312
C -2.850 3.481 -4.201
F -3.169 4.046 -5.386
C -3.330 2.218 -3.911
C -2.961 1.624 -2.715
C -2.814 -0.062 0.307
C -3.043 -1.162 -0.513
C -4.116 -2.004 -0.279
C -4.952 -1.736 0.789
F -6.036 -2.511 0.993
C -4.721 -0.673 1.644
C -3.643 0.158 1.400
H -4.577 4.819 1.994
H -3.888 2.994 0.453
H 0.031 3.077 2.122
H -0.665 4.896 3.667
H -1.060 4.108 -1.424
H -1.728 5.181 -3.563
H -3.953 1.704 -4.626
H -3.303 0.622 -2.490
H -2.373 -1.376 -1.338
H -4.302 -2.863 -0.904
H -5.384 -0.509 2.482
H -3.452 0.994 2.058



Here is a structure of composition C29H39BF6GdN7O4S5 in a non-equilibrium geometry from the OMol25 dataset. Energies are from wB97M-V/def2-TZVPD.

Computed properties:
**LUMO (alpha / beta)**: -7.34 / -8.97 eV
**Expectation value of S²**: 16.054
**M**: 992.06 g/mol
**HOMO-LUMO gap (alpha / beta)**: 7.36 / 5.67 eV
**2S+1**: 8
**Charge**: +2

Positions of all 92 atoms, in Å:
Gd -2.541 -2.039 -0.430
C -3.598 3.247 0.193
C -2.309 2.709 0.743
C -1.592 3.286 1.751
C -0.393 2.649 2.314
N -0.001 1.468 1.878
N -0.677 0.982 0.813
B 0.112 -0.110 0.268
N 0.932 -1.053 1.118
N 2.219 -0.928 0.802
C 3.061 -1.663 1.451
C 2.605 -2.334 2.632
C 1.298 -2.600 2.943
C 0.894 -3.320 4.147
C 0.417 -1.877 2.079
S -1.313 -2.158 2.094
C 4.587 -1.647 1.080
C 4.954 -3.119 0.844
C 5.467 -1.137 2.244
C 4.874 -0.818 -0.201
N 0.427 -0.115 -1.211
N 0.572 1.161 -1.677
C 0.676 1.398 -2.927
C 0.815 0.290 -3.846
C 0.730 -0.997 -3.388
C 1.002 -2.188 -4.216
C 0.355 -1.184 -2.004
S -0.051 -2.738 -1.347
C 0.615 2.885 -3.318
C 2.090 3.405 -3.094
C -0.306 3.637 -2.355
C 0.231 2.958 -4.814
C -1.818 1.457 0.193
S -2.628 0.654 -1.087
C 0.345 3.344 3.412
C -0.636 3.608 4.576
C 0.919 4.679 2.906
C 1.476 2.446 3.879
H -3.958 3.944 0.869
H -4.365 2.458 0.116
H -3.357 3.700 -0.767
H -1.950 4.218 2.172
H 3.398 -2.830 3.205
H 1.581 -3.881 4.697
H 0.129 -4.033 3.799
H 0.337 -2.712 4.878
H 5.077 -3.632 1.832
H 5.865 -3.264 0.302
H 4.227 -3.777 0.356
H 5.310 -1.535 3.245
H 5.395 -0.047 2.311
H 6.515 -1.331 1.979
H 4.341 -1.284 -1.010
H 5.935 -0.944 -0.326
H 4.564 0.160 -0.072
H 1.004 0.468 -4.895
H 1.067 -1.939 -5.284
H 0.330 -3.036 -4.118
H 1.982 -2.611 -3.904
H 2.358 3.201 -2.046
H 2.063 4.507 -3.274
H 2.840 2.976 -3.724
H 0.072 3.640 -1.324
H -1.346 3.173 -2.395
H -0.373 4.615 -2.759
H 1.046 2.588 -5.450
H 0.150 4.035 -5.016
H -0.714 2.460 -4.904
H -1.526 4.221 4.215
H -0.147 4.214 5.321
H -1.070 2.631 4.937
H 0.083 5.343 2.589
H 1.502 4.513 1.993
H 1.584 5.085 3.646
H 1.042 1.535 4.364
H 2.188 2.924 4.614
H 2.117 2.223 2.998
F -6.196 -0.453 -2.417
C -6.384 -1.716 -2.735
F -6.555 -1.919 -4.000
F -7.467 -2.137 -2.072
S -5.011 -2.623 -1.952
O -3.867 -1.951 -2.538
O -5.104 -2.352 -0.506
N -5.174 -4.128 -2.305
S -4.255 -5.118 -1.415
O -3.754 -6.265 -2.073
O -3.196 -4.295 -0.755
C -5.345 -5.702 0.034
F -6.335 -4.864 0.194
F -5.744 -6.931 -0.279
F -4.725 -5.760 1.204



Here is a cluster of 9 separate species, C54H86NO19S in total in a non-equilibrium geometry from the OMol25 dataset. Energies are from wB97M-V/def2-TZVPD.

Computed properties:
**LUMO**: -3.58 eV
**ΔE to the lowest compared entry with this formula, charge and spin**: 0.0 kcal/mol
**M**: 1085.34 g/mol
**HOMO-LUMO gap**: 8.10 eV
**Charge**: +1

Positions of all 161 atoms, in Å:
C -2.777 -5.558 -0.647
C -2.489 -4.779 -1.949
C -3.165 -3.387 -1.991
C -3.197 -2.905 -3.479
C -2.403 -1.588 -3.689
C -1.366 -1.719 -4.820
C -0.195 -2.655 -4.440
C 1.105 -1.930 -3.981
N 0.875 -0.598 -3.398
C 1.050 0.507 -4.130
S 1.521 0.450 -5.857
C 0.876 1.737 -3.617
C 0.470 1.890 -2.315
C 0.246 0.755 -1.553
C -0.238 1.007 -0.144
C 0.929 1.553 0.720
O 0.965 2.985 0.471
C 1.327 3.715 1.603
O 0.473 4.327 2.202
C 2.790 3.765 2.009
C 2.873 4.024 3.530
C 0.476 -0.482 -2.116
C 0.264 -1.712 -1.271
C 1.602 -2.277 -0.695
C 1.436 -2.892 0.708
O 2.109 -2.021 1.609
C 2.389 -2.696 2.833
H -2.060 -5.269 0.135
H -3.777 -5.314 -0.273
H -2.655 -6.630 -0.820
H -2.828 -5.393 -2.788
H -1.407 -4.637 -2.089
H -2.544 -2.726 -1.374
H -4.153 -3.397 -1.530
H -2.808 -3.697 -4.122
H -4.244 -2.714 -3.720
H -1.931 -1.206 -2.779
H -3.127 -0.827 -4.003
H -1.878 -2.170 -5.676
H -0.980 -0.761 -5.181
H -0.513 -3.409 -3.718
H 0.073 -3.215 -5.350
H 1.764 -1.876 -4.840
H 1.618 -2.590 -3.286
H 2.783 -0.035 -5.810
H 1.042 2.629 -4.205
H 0.318 2.853 -1.845
H -0.958 1.828 -0.219
H -0.775 0.185 0.322
H 0.819 1.312 1.777
H 1.866 1.174 0.299
H 3.213 4.655 1.525
H 3.352 2.886 1.692
H 3.920 4.008 3.829
H 2.412 4.970 3.806
H 2.311 3.220 4.017
H -0.204 -2.502 -1.859
H -0.410 -1.523 -0.441
H 1.944 -3.093 -1.338
H 2.383 -1.513 -0.674
H 0.385 -3.040 0.990
H 1.965 -3.855 0.723
H 2.865 -3.673 2.678
H 3.078 -2.068 3.397
H 1.440 -2.844 3.364
O 4.473 -5.706 -2.593
C 4.870 -5.004 -1.711
O 5.375 -3.762 -1.923
C 5.863 -3.213 -0.683
C 5.126 -3.972 0.407
C 4.933 -5.345 -0.234
H 6.943 -3.362 -0.635
H 5.655 -2.146 -0.652
H 5.664 -3.994 1.352
H 4.152 -3.510 0.585
H 5.786 -6.003 -0.060
H 4.013 -5.823 0.092
O -1.560 -5.618 -6.146
C -0.612 -5.843 -6.839
O 0.220 -4.866 -7.286
C 1.198 -5.430 -8.182
C 1.256 -6.908 -7.829
C -0.176 -7.187 -7.383
H 0.866 -5.259 -9.208
H 2.154 -4.933 -8.033
H 1.593 -7.533 -8.653
H 1.937 -7.062 -6.991
H -0.822 -7.454 -8.220
H -0.223 -7.950 -6.611
O 6.030 0.120 0.584
C 5.484 0.734 -0.281
O 4.494 1.637 -0.049
C 3.965 2.106 -1.299
C 5.059 1.860 -2.324
C 5.726 0.603 -1.773
H 3.056 1.542 -1.522
H 3.713 3.161 -1.211
H 4.683 1.751 -3.340
H 5.768 2.690 -2.318
H 5.237 -0.306 -2.130
H 6.789 0.572 -1.991
O 5.482 5.219 5.447
C 4.938 5.107 6.507
O 5.272 4.160 7.416
C 4.370 4.213 8.535
C 3.790 5.619 8.514
C 3.776 5.935 7.022
H 3.604 3.446 8.400
H 4.918 4.004 9.450
H 2.815 5.689 8.992
H 4.465 6.305 9.028
H 2.859 5.592 6.540
H 3.936 6.991 6.826
O -2.743 0.633 2.522
C -2.869 1.795 2.242
O -3.076 2.243 0.980
C -3.076 3.690 0.975
C -3.399 4.089 2.401
C -2.780 2.955 3.203
H -2.086 4.037 0.659
H -3.816 4.050 0.264
H -3.024 5.073 2.668
H -4.474 4.090 2.548
H -1.731 3.143 3.433
H -3.340 2.747 4.113
O -3.448 7.233 1.626
C -2.421 7.457 1.057
O -2.346 7.703 -0.276
C -0.970 7.824 -0.674
C -0.215 8.184 0.597
C -1.033 7.466 1.667
H -0.646 6.868 -1.094
H -0.883 8.592 -1.440
H 0.834 7.893 0.571
H -0.261 9.261 0.762
H -0.704 6.434 1.812
H -1.028 8.001 2.612
O -6.433 2.614 4.580
C -6.727 2.189 3.502
O -5.975 2.412 2.392
C -6.639 1.867 1.235
C -7.587 0.811 1.780
C -7.961 1.387 3.143
H -7.166 2.677 0.726
H -5.898 1.447 0.558
H -8.439 0.623 1.129
H -7.052 -0.131 1.914
H -8.814 2.063 3.082
H -8.145 0.610 3.879
O -5.217 -4.359 0.637
C -4.800 -3.803 1.613
O -4.297 -2.547 1.613
C -3.777 -2.233 2.927
C -4.496 -3.181 3.872
C -4.708 -4.406 2.998
H -2.696 -2.392 2.922
H -3.974 -1.193 3.157
H -3.938 -3.381 4.784
H -5.463 -2.759 4.155
H -3.853 -5.085 3.030
H -5.622 -4.937 3.249



Here is a structure of composition C5H8N2O in a non-equilibrium geometry from the OMol25 dataset. Energies are from wB97M-V/def2-TZVPD.

Computed properties:
**LUMO**: 0.02 eV
**ΔE to the lowest compared entry with this formula, charge and spin**: 224.4 kcal/mol
**M**: 112.13 g/mol
**HOMO-LUMO gap**: 7.75 eV

Positions of all 16 atoms, in Å:
C -1.835 -0.381 -1.259
C -0.386 0.190 -0.570
C -0.290 0.938 0.679
C 1.489 -0.535 0.470
C 0.590 -0.779 -0.450
H -1.501 -1.702 -1.198
H -2.224 0.248 -2.373
H -2.870 -0.161 -0.295
H -1.907 1.985 1.647
H -0.740 3.042 0.606
H 1.790 1.396 1.546
H 2.480 -0.973 0.913
H -0.120 -2.779 -1.081
N -0.915 1.901 1.225
N 0.972 0.559 1.173
O 0.911 -1.860 -1.221



Here is an isolated molecule of C22H31N3O4 in a non-equilibrium geometry from the OMol25 dataset. Energies are from wB97M-V/def2-TZVPD.

Computed properties:
**SMILES**: CCOC(=O)[C@@]1(CC(=O)N[C@@H](Cc2cccnc2)C2CCCC2)CCCNC1=O
**LUMO**: 0.49 eV
**ΔE to the lowest compared entry with this formula, charge and spin**: 26.2 kcal/mol
**M**: 401.51 g/mol
**HOMO-LUMO gap**: 9.51 eV

Positions of all 60 atoms, in Å:
C 2.046 3.494 -0.319
C 0.739 4.007 0.287
O -0.221 2.966 0.221
C -1.423 3.096 0.834
O -1.773 4.117 1.434
C -2.363 1.844 0.730
C -1.876 0.676 1.690
C -0.377 0.377 1.872
O 0.169 0.628 2.942
N 0.274 -0.177 0.845
C 1.690 -0.563 0.840
C 1.929 -1.853 1.687
C 1.279 -3.135 1.172
C -0.100 -3.343 1.290
C -0.667 -4.524 0.807
C 0.172 -5.473 0.221
N 1.513 -5.300 0.108
C 2.047 -4.147 0.585
C 2.253 -0.556 -0.623
C 3.663 -1.166 -0.842
C 3.559 -2.147 -2.018
C 2.318 -1.708 -2.784
C 1.363 -1.234 -1.690
C -3.825 2.223 1.159
C -4.545 3.074 0.106
C -4.643 2.317 -1.225
N -3.364 1.677 -1.567
C -2.354 1.326 -0.750
O -1.487 0.616 -1.244
H 2.810 4.272 -0.315
H 2.429 2.647 0.252
H 1.901 3.167 -1.349
H 0.902 4.310 1.323
H 0.379 4.881 -0.259
H -2.244 0.869 2.699
H -2.342 -0.269 1.411
H -0.201 -0.175 -0.053
H 2.240 0.229 1.360
H 2.992 -2.024 1.842
H 1.548 -1.689 2.697
H -0.724 -2.591 1.751
H -1.730 -4.696 0.886
H -0.225 -6.401 -0.167
H 3.116 -4.044 0.485
H 2.309 0.497 -0.909
H 4.363 -0.368 -1.098
H 4.085 -1.656 0.032
H 4.452 -2.142 -2.644
H 3.427 -3.168 -1.658
H 2.559 -0.882 -3.457
H 1.893 -2.512 -3.387
H 0.812 -2.078 -1.274
H 0.625 -0.545 -2.100
H -4.409 1.316 1.331
H -3.830 2.745 2.119
H -5.542 3.354 0.448
H -4.019 4.018 -0.048
H -5.394 1.527 -1.154
H -4.946 2.987 -2.033
H -3.235 1.309 -2.497



Here is a cluster of 3 separate species, C5H16O2S in total in a non-equilibrium geometry from the OMol25 dataset. Energies are from wB97M-V/def2-TZVPD.

Computed properties:
**SMILES**: CCCCSC.O.O
**LUMO**: 0.54 eV
**ΔE to the lowest compared entry with this formula, charge and spin**: 51.9 kcal/mol
**M**: 140.25 g/mol
**HOMO-LUMO gap**: 8.90 eV

Positions of all 24 atoms, in Å:
C -0.766 -2.266 -0.978
C -0.060 -1.114 -0.093
C -0.108 0.236 -0.743
C -1.519 0.526 -1.247
S -2.851 0.449 0.141
C -1.936 1.471 1.418
H -0.355 -2.144 -2.112
H -1.858 -2.350 -0.917
H -0.546 -3.311 -0.638
H -0.790 -1.122 0.698
H 0.927 -1.524 0.172
H 0.392 0.921 -0.107
H 0.664 0.295 -1.511
H -2.177 -0.172 -1.812
H -1.665 1.579 -1.617
H -2.098 2.626 1.363
H -2.354 1.249 2.469
H -0.794 1.316 1.257
H 2.095 0.941 2.803
H 2.946 0.675 1.639
O 2.007 0.908 1.906
H 4.126 0.087 -1.278
H 2.948 0.596 -0.432
O 3.773 0.130 -0.379



Here is an isolated molecule of C20H21FN2O5S in a non-equilibrium geometry from the OMol25 dataset. Energies are from wB97M-V/def2-TZVPD.

Computed properties:
**SMILES**: O=C(NCc1ccc2c(c1)OCO2)C1CCN(S(=O)(=O)c2ccc(F)cc2)CC1
**LUMO**: 0.47 eV
**ΔE to the lowest compared entry with this formula, charge and spin**: 26.8 kcal/mol
**M**: 420.46 g/mol
**HOMO-LUMO gap**: 8.75 eV

Positions of all 50 atoms, in Å:
O 3.856 1.569 -0.387
C 3.440 1.235 0.700
N 3.801 0.062 1.284
H 3.359 -0.191 2.154
C 4.228 -1.061 0.461
C 2.988 -1.731 -0.079
C 2.510 -1.405 -1.340
C 1.277 -1.858 -1.803
C 0.541 -2.637 -0.944
C 1.018 -2.981 0.321
C 2.234 -2.542 0.777
H 2.589 -2.812 1.760
O 0.087 -3.754 0.968
C -0.983 -3.906 0.060
O -0.707 -3.182 -1.118
H -1.908 -3.525 0.520
H -1.111 -4.974 -0.183
H 0.898 -1.574 -2.768
H 3.099 -0.760 -1.973
H 4.838 -0.658 -0.348
H 4.824 -1.739 1.075
C 2.510 2.109 1.551
C 1.266 1.341 2.013
C 0.446 0.914 0.800
N 0.010 2.089 0.075
S -0.976 1.656 -1.224
O -1.396 2.862 -1.868
O -0.350 0.641 -2.024
C -2.385 0.935 -0.380
C -2.712 -0.391 -0.591
C -3.816 -0.929 0.049
C -4.559 -0.113 0.886
C -4.240 1.219 1.100
C -3.137 1.746 0.451
H -2.850 2.777 0.570
H -4.852 1.817 1.756
F -5.629 -0.632 1.515
H -4.110 -1.957 -0.099
H -2.100 -0.982 -1.255
C 1.134 2.883 -0.409
C 2.037 3.321 0.741
H 1.492 4.001 1.397
H 2.896 3.843 0.321
H 0.705 3.746 -0.918
H 1.719 2.303 -1.133
H -0.449 0.369 1.114
H 1.037 0.256 0.147
H 1.513 0.461 2.609
H 0.656 2.003 2.631
H 3.080 2.449 2.424